116
Properties=species:S:1:pos:R:3:forces:R:3:mulliken_charge:R:1 method="wB97M-V/def2-TZVPD" e_above_lowest_kcal_mol=8.69 max_force_ev_per_a=0.21 total_charge=0 spin_multiplicity=1 homo_energy_ev=-7.13
Ba -0.155271 0.302899 0.449337 0.198 0.024 0.022 0.25
C -3.574276 -3.101687 1.618745 0.029 0.009 0.021 -1.11
C -2.698416 -3.939852 0.684333 -0.009 -0.016 0.003 0.51
C -3.580165 -4.992876 0.002988 0.029 0.037 0.035 -1.74
P -1.627432 -2.828297 -0.393751 0.007 0.019 -0.008 2.00
C -2.386145 -2.992909 -2.082122 0.019 -0.026 -0.016 0.18
C -3.739625 -2.286512 -2.168013 0.034 0.021 -0.026 -1.18
C -1.428880 -2.451214 -3.140103 0.004 -0.005 -0.011 -1.21
C -0.077133 -3.764223 -0.575355 -0.012 -0.025 0.022 -0.17
C -0.094365 -5.158612 -0.683015 0.032 0.054 -0.006 -0.59
C 1.033952 -5.921100 -0.922915 -0.017 -0.007 -0.003 0.41
C 0.975995 -7.421821 -1.019179 -0.004 0.003 0.000 -1.80
C 2.231852 -5.224255 -1.082392 0.006 -0.004 0.003 -1.09
C 2.294101 -3.853631 -0.974024 0.005 0.003 -0.010 -0.56
C 1.151067 -3.061367 -0.691157 0.036 0.006 -0.002 -1.58
N 1.223745 -1.702975 -0.535276 -0.200 -0.016 0.041 1.76
C 2.495756 -1.121715 -0.763547 -0.110 0.070 0.069 -0.21
C 3.445243 -1.036751 0.267572 0.019 0.018 -0.001 1.64
C 3.168082 -1.667893 1.604714 0.009 -0.039 0.005 -1.13
C 4.649222 -0.383444 0.038372 0.020 0.002 -0.005 -0.73
C 4.938978 0.221155 -1.180349 0.009 -0.022 0.000 0.46
C 6.239946 0.944080 -1.396217 -0.003 0.000 0.007 -1.77
C 3.997305 0.116204 -2.194908 0.008 -0.006 -0.016 -0.83
C 2.795738 -0.560088 -2.012669 -0.066 0.073 0.018 0.29
C 1.822297 -0.697983 -3.150145 0.009 -0.015 -0.006 -0.88
H -4.122447 -3.745211 2.311105 -0.003 0.000 -0.002 0.49
H -4.317445 -2.527741 1.058040 -0.017 -0.009 -0.014 0.30
H -2.980836 -2.402863 2.211614 -0.026 -0.014 -0.031 -0.15
H -1.958371 -4.460834 1.298733 -0.001 -0.016 -0.005 0.49
H -4.433551 -4.534986 -0.496266 -0.015 0.030 -0.019 0.37
H -3.979921 -5.670518 0.761146 0.003 0.005 -0.001 0.46
H -3.060674 -5.597381 -0.734689 0.078 -0.032 -0.025 0.38
H -2.516667 -4.063786 -2.264843 -0.027 0.015 -0.001 0.52
H -3.628002 -1.204555 -2.064897 -0.023 -0.070 -0.010 -0.02
H -4.445498 -2.621191 -1.409198 -0.026 -0.031 0.047 0.22
H -4.196539 -2.467127 -3.143322 -0.006 -0.006 0.005 0.54
H -1.265978 -1.377475 -3.016141 0.004 0.010 0.009 -0.04
H -1.847199 -2.600173 -4.137635 -0.007 -0.004 0.000 0.56
H -0.458988 -2.946576 -3.093647 -0.007 0.009 -0.006 0.26
H -1.033465 -5.682328 -0.576467 -0.124 -0.034 0.007 0.12
H -0.051893 -7.778902 -0.946637 0.001 0.000 -0.001 0.34
H 1.548445 -7.898397 -0.220184 0.001 0.000 0.000 0.33
H 1.384477 -7.777748 -1.967112 0.000 0.000 0.001 0.35
H 3.143807 -5.773269 -1.295285 0.000 -0.001 0.001 0.40
H 3.249571 -3.361895 -1.106015 -0.003 0.002 -0.001 0.43
H 2.879827 -2.715069 1.491451 0.004 0.004 0.001 0.34
H 2.347238 -1.174070 2.131908 -0.012 0.020 -0.002 -0.04
H 4.052006 -1.619737 2.242342 -0.001 0.000 -0.003 0.42
H 5.385478 -0.341790 0.836096 -0.002 -0.004 0.003 0.39
H 6.505589 1.543224 -0.524343 0.000 -0.002 -0.006 0.27
H 6.178282 1.612805 -2.253946 -0.002 0.002 0.001 0.40
H 7.055156 0.239877 -1.576191 0.001 -0.003 -0.001 0.37
H 4.203488 0.573614 -3.157371 0.000 0.000 0.000 0.32
H 2.173630 -0.163530 -4.032463 -0.001 0.003 -0.002 0.48
H 0.829414 -0.321497 -2.889583 0.002 0.004 -0.004 -0.25
H 1.684238 -1.748965 -3.413213 -0.014 0.005 0.001 0.39
N -2.507539 8.321906 1.998922 0.019 0.005 0.000 -0.50
C -2.239205 7.219369 1.825181 -0.038 -0.011 0.001 -0.36
C -1.897777 5.829877 1.659393 0.016 0.011 -0.012 0.51
C -1.671915 5.042023 2.786365 -0.023 -0.022 0.011 -0.98
C -1.343605 3.714450 2.599186 -0.049 0.005 0.017 -0.49
N -1.218999 3.142815 1.398643 0.129 -0.030 -0.065 1.32
C -1.429458 3.917982 0.333165 0.006 -0.056 0.004 -0.34
C -1.779554 5.260347 0.401128 -0.037 0.001 0.020 -0.60
H -1.758062 5.455580 3.781100 -0.001 -0.001 0.000 0.54
H -1.176637 3.080743 3.461412 0.006 0.004 -0.007 0.08
H -1.343489 3.460999 -0.646891 0.033 0.041 0.027 0.18
H -1.965159 5.796438 -0.522672 0.035 0.009 -0.016 0.69
C 1.328409 1.747666 3.661364 -0.021 -0.004 -0.059 -0.60
C 0.304562 0.747395 4.142336 0.030 -0.013 0.029 -0.70
O 0.197456 -0.301625 3.179930 0.004 0.058 -0.065 0.06
C -0.642181 -1.384816 3.600523 -0.019 0.001 -0.004 -0.32
C -0.109146 -2.676798 3.027083 -0.004 0.002 -0.006 -1.39
H 1.456392 2.537639 4.402650 0.004 -0.008 0.004 0.45
H 1.028598 2.230442 2.726759 0.027 -0.019 0.032 -0.18
H 2.290662 1.256220 3.512922 0.014 0.005 -0.006 0.30
H -0.676891 1.210886 4.286723 -0.044 0.005 0.019 0.42
H 0.606923 0.313027 5.100125 0.017 -0.006 -0.005 0.45
H -1.666557 -1.183283 3.265234 0.017 0.009 0.030 0.04
H -0.658710 -1.418913 4.692958 0.031 -0.012 0.003 0.46
H -0.008692 -2.628300 1.939549 0.000 -0.006 -0.005 0.32
H -0.785661 -3.497835 3.267827 0.000 -0.004 0.000 0.49
H 0.873291 -2.902929 3.440840 -0.003 0.001 0.000 0.46
N -3.057791 0.241333 0.840255 -0.080 -0.025 -0.023 0.25
C -3.339341 1.209812 -0.167419 -0.009 -0.029 0.004 0.07
C -2.689579 1.108776 -1.397980 0.112 -0.056 -0.004 0.89
C -2.818526 2.106348 -2.351150 0.179 0.045 0.031 -1.56
C -3.543230 3.247724 -2.056931 -0.070 0.047 0.049 -0.37
C -4.254187 3.318223 -0.866785 -0.025 -0.013 -0.041 -0.59
C -4.168839 2.296953 0.070626 0.063 0.019 0.010 -0.88
S -3.306451 4.694812 -3.091090 -0.033 -0.112 -0.128 1.31
O -1.993485 5.141381 -2.610767 0.041 0.021 0.042 -0.63
O -3.286014 4.182965 -4.444596 -0.006 0.034 0.030 -0.71
O -4.396215 5.582335 -2.747542 0.020 0.033 0.043 -0.73
H -3.674499 0.334815 1.637006 0.003 0.014 0.001 0.33
H -3.118466 -0.709362 0.486585 -0.036 0.005 0.006 -0.30
H -2.093439 0.229682 -1.628752 -0.067 -0.133 -0.043 0.49
H -2.307471 2.043651 -3.304551 -0.005 -0.017 -0.002 0.62
H -4.846288 4.204209 -0.673134 0.000 0.000 -0.003 0.54
H -4.700056 2.373684 1.013485 -0.010 -0.008 -0.006 0.41
C 4.514608 2.626591 1.602859 -0.025 0.059 -0.007 -0.68
O 4.117169 3.002473 0.286371 0.063 -0.063 0.000 -0.42
P 2.660679 2.496828 -0.210013 -0.084 0.159 -0.003 0.88
O 1.653698 3.482133 0.612847 -0.012 0.017 -0.034 0.22
C 1.856867 4.905428 0.645644 0.037 0.005 0.032 -0.78
O 2.780173 3.213573 -1.652041 0.021 -0.033 0.022 -0.50
C 1.656009 3.071387 -2.528004 -0.041 -0.026 -0.006 -0.38
H 5.593809 2.746918 1.660430 0.003 0.000 0.002 0.30
H 4.259767 1.585434 1.812780 -0.007 -0.014 0.004 0.11
H 4.041359 3.273365 2.345668 -0.003 0.003 -0.001 0.25
H 2.476732 5.165278 1.503831 0.011 0.008 -0.009 0.21
H 0.881123 5.373992 0.742564 -0.002 0.001 0.009 0.16
H 2.338655 5.249205 -0.268645 -0.013 0.002 0.006 0.36
H 1.271581 2.044683 -2.511233 0.012 0.012 0.010 -0.11
H 2.000681 3.288723 -3.534883 0.001 0.023 0.004 0.28
H 0.859172 3.768310 -2.261101 -0.015 0.013 -0.018 0.30



117
Properties=species:S:1:pos:R:3:forces:R:3:mulliken_charge:R:1 method="wB97M-V/def2-TZVPD" max_force_ev_per_a=1.96 total_charge=+3 spin_multiplicity=1 homo_energy_ev=-14.51
Hf -0.332189 0.301243 0.451858 1.365 -1.095 0.880 1.48
C 0.612417 -0.522998 3.338324 -0.399 -0.402 0.552 -0.61
O 1.151986 -0.197323 2.048408 0.875 0.213 0.204 0.05
C 2.361438 0.516128 2.079073 0.457 0.379 -0.454 0.13
C 3.169975 0.634254 3.196850 -0.027 -0.014 -0.029 -0.35
C 4.324088 1.415353 3.137769 -0.063 -0.027 0.093 -0.89
Br 5.359352 1.617255 4.710031 -0.196 -0.046 -0.402 -0.10
C 4.680734 2.053827 1.963917 -0.080 -0.118 0.192 -0.84
C 3.886648 1.922036 0.824440 -0.471 -0.521 0.362 1.44
C 2.714004 1.162492 0.890966 0.426 -0.007 0.459 -0.44
O 1.830039 1.076196 -0.197940 0.396 -0.104 0.706 -0.10
C 4.265334 2.671889 -0.363571 0.195 0.596 -0.327 -0.22
N 4.672514 3.903871 -0.291289 -0.322 -0.347 0.794 -0.70
C 4.973261 4.290042 -1.567989 0.024 -0.546 -0.997 0.61
C 5.489888 5.495360 -2.039333 -0.057 -0.205 -0.011 -0.92
C 5.776368 5.571976 -3.383607 0.034 0.168 0.063 -0.54
C 5.552916 4.495818 -4.248199 -0.022 -0.180 -0.075 -0.50
C 5.022159 3.299537 -3.804999 -0.012 -0.044 -0.096 -1.15
C 4.730806 3.212287 -2.453961 0.120 0.848 0.105 0.53
N 4.202839 2.191872 -1.670892 -0.217 -0.134 0.229 0.13
H 1.322730 -1.129997 3.902340 -0.093 0.056 -0.162 0.59
H -0.283000 -1.118234 3.147788 0.119 0.105 0.044 -0.25
H 0.367832 0.381415 3.908314 0.123 -0.062 -0.210 0.17
H 2.933711 0.165362 4.135929 -0.114 -0.103 0.068 0.64
H 5.563008 2.672752 1.916717 0.064 0.045 -0.050 0.68
H 2.243509 1.614609 -0.908860 -0.439 -0.118 -0.194 0.08
H 5.674945 6.313159 -1.364316 0.043 0.137 0.091 0.49
H 6.200851 6.478684 -3.784066 0.031 0.102 -0.041 0.43
H 5.818428 4.599576 -5.290097 -0.011 0.001 -0.050 0.42
H 4.868911 2.472524 -4.479973 -0.018 -0.095 -0.111 0.43
H 4.278779 1.219265 -1.929502 0.160 -0.022 0.108 0.29
C -3.457389 -0.304185 3.159338 0.326 -0.217 -0.326 -1.59
P -2.624158 0.708972 1.874609 -1.240 0.827 1.043 1.50
C -4.053975 1.199227 0.831859 0.297 -0.168 -0.110 -1.23
C -2.387901 2.258398 2.875064 0.178 -0.011 -0.238 -1.50
C -1.578578 3.331399 2.155500 0.165 -0.262 -0.067 -0.47
P 0.146715 2.733716 1.803483 -0.517 1.738 0.662 1.73
C 0.748725 4.065484 0.690834 0.043 -0.396 -0.060 -1.58
C 0.956225 3.292416 3.365500 0.056 -0.341 -0.214 -1.55
H -4.044464 0.350246 3.800981 -0.008 0.076 -0.024 0.55
H -2.740114 -0.845355 3.770975 0.043 -0.068 0.076 0.40
H -4.129585 -1.017055 2.689720 -0.024 -0.084 0.005 0.46
H -4.885069 1.485354 1.477592 0.054 -0.009 0.031 0.53
H -4.371911 0.368151 0.203319 -0.020 -0.003 -0.015 0.33
H -3.788597 2.036106 0.187765 0.008 0.002 0.007 0.26
H -1.902991 1.989692 3.817792 -0.035 -0.106 0.021 0.45
H -3.381041 2.642619 3.123818 0.002 -0.139 0.030 0.80
H -1.523326 4.235980 2.770093 0.033 -0.082 -0.145 0.81
H -2.059056 3.585635 1.210419 0.072 0.088 0.037 -0.23
H 0.348174 5.020472 1.030485 -0.023 -0.009 0.039 0.56
H 0.434354 3.897928 -0.338001 0.012 0.031 -0.030 0.15
H 1.836160 4.121535 0.736243 0.087 -0.018 -0.053 0.50
H 0.755636 4.355956 3.505716 -0.074 -0.054 -0.072 0.53
H 2.034436 3.159134 3.315054 0.070 -0.063 -0.016 0.38
H 0.579622 2.751569 4.230192 -0.024 -0.051 0.109 0.40
C -2.887250 5.951246 -4.344357 -0.151 0.384 -0.620 -0.92
O -2.651174 5.261992 -3.122820 0.110 -0.354 0.512 -0.43
C -2.102418 4.071249 -3.093980 0.215 -0.441 0.117 0.62
C -1.667266 3.333782 -4.220883 -0.106 0.225 -0.239 -1.16
C -1.090794 2.111640 -4.055045 0.003 0.005 0.295 -1.18
C -0.889272 1.525316 -2.774582 -0.037 -0.044 0.606 -0.03
C -0.260359 0.265349 -2.625958 -0.076 0.371 -0.674 0.92
C 0.197047 -0.484127 -3.838963 0.105 -0.189 0.260 -2.21
O -0.043583 -0.278149 -1.486452 -0.245 0.018 -0.642 -0.41
C -1.352555 2.263002 -1.633125 -0.376 0.701 -0.889 0.15
O -1.228606 1.784856 -0.393533 -0.729 0.821 -1.245 -0.33
C -1.940931 3.502567 -1.821139 0.094 -0.217 0.272 0.19
H -3.357578 6.888787 -4.055478 0.054 -0.108 -0.056 0.27
H -3.565770 5.391454 -4.990578 0.037 -0.030 0.083 0.39
H -1.954405 6.163513 -4.870115 -0.002 -0.070 0.092 0.39
H -1.789636 3.733754 -5.213877 -0.016 0.051 -0.094 0.51
H -0.773324 1.572913 -4.930585 0.041 -0.049 -0.158 0.53
H -0.661644 -0.789605 -4.434255 -0.090 -0.027 -0.060 0.44
H 0.751870 -1.369040 -3.544786 0.025 -0.005 0.007 0.12
H 0.824732 0.140905 -4.469885 0.044 0.029 -0.027 0.63
H -2.287872 4.071974 -0.974383 -0.039 0.058 0.145 0.51
O -0.654792 -1.692491 0.784368 -0.079 0.132 -0.260 0.03
P -0.863228 -3.212841 0.600863 -0.150 -0.733 0.058 -1.96
N 0.393617 -3.845875 -0.266881 -1.013 0.268 0.501 0.59
C 0.703031 -5.288040 -0.207297 0.233 -0.499 0.307 -0.22
C 1.578360 -5.525560 -1.432632 -0.129 0.073 -0.008 -0.80
C 0.954723 -4.594908 -2.469519 0.021 0.018 0.169 -0.83
C 0.607919 -3.357426 -1.639388 0.223 0.380 -0.346 0.11
N -2.278572 -3.392336 -0.231567 0.857 -0.095 0.765 0.72
C -2.635349 -4.606508 -0.982696 0.080 -0.418 -0.411 -0.02
C -4.069631 -4.341685 -1.429755 0.028 0.010 0.162 -0.86
C -4.647709 -3.615094 -0.217632 0.094 0.059 -0.074 -0.82
C -3.494892 -2.708943 0.219819 -0.262 0.474 0.109 0.14
N -0.919068 -3.873721 2.121854 0.053 0.113 -1.251 0.71
C -1.827954 -4.987374 2.462903 -0.572 -0.268 0.023 -0.31
C -1.291369 -5.504428 3.794238 0.091 0.026 -0.149 -0.78
C 0.214501 -5.360358 3.600001 -0.106 0.108 -0.035 -0.84
C 0.301943 -3.988317 2.938651 0.424 0.214 0.387 -0.48
H -0.202188 -5.898787 -0.273365 0.016 -0.016 0.056 0.25
H 1.222842 -5.522419 0.721141 -0.056 -0.059 -0.003 0.11
H 1.573449 -6.567103 -1.743506 0.037 -0.025 0.048 0.43
H 2.605771 -5.228596 -1.223035 0.040 -0.016 0.012 0.34
H 0.054069 -5.045470 -2.889888 0.018 0.009 -0.013 0.29
H 1.633936 -4.365831 -3.287524 -0.036 0.032 -0.044 0.41
H -0.287937 -2.843078 -1.996323 0.129 0.042 -0.083 0.17
H 1.447743 -2.652847 -1.622277 -0.154 0.006 -0.115 0.22
H -2.604824 -5.497409 -0.347381 0.022 0.013 -0.067 0.28
H -1.951548 -4.745035 -1.820442 -0.022 -0.058 0.038 -0.07
H -4.605663 -5.259040 -1.665705 0.059 0.019 -0.023 0.43
H -4.088844 -3.695236 -2.308011 0.046 -0.004 -0.030 0.30
H -4.877101 -4.333324 0.570194 -0.043 0.010 0.022 0.29
H -5.549788 -3.053279 -0.448829 -0.023 -0.003 0.063 0.41
H -3.474005 -2.558914 1.301118 -0.071 0.053 0.007 0.06
H -3.545669 -1.728169 -0.273804 -0.096 -0.065 0.103 -0.09
H -1.785413 -5.790391 1.720042 -0.015 0.063 0.008 0.28
H -2.854325 -4.624972 2.530299 -0.025 -0.078 -0.009 0.12
H -1.603434 -6.524649 3.993335 -0.062 -0.051 0.001 0.42
H -1.627847 -4.873446 4.617155 -0.049 0.020 0.020 0.34
H 0.588428 -6.145026 2.944363 0.038 -0.040 -0.079 0.27
H 0.775821 -5.399482 4.528238 0.055 0.001 0.058 0.43
H 1.197429 -3.837828 2.333976 0.055 0.005 0.039 0.62
H 0.272184 -3.230764 3.727198 0.110 0.007 -0.073 0.14



no.,energy (eV)
1,-93893.779
2,-162427.342